# C15H27IN2O5PPdS

A molecular structure, C15H27IN2O5PPdS in a non-equilibrium geometry (ωB97M-V/def2-TZVPD, OMol25).

Last column: Mulliken spin population.
Cartesian coordinates (Å):
Pd1 -1.83 0.10 -0.89  1.23
O1 -2.96 -1.23 -2.35  0.11
S1 -1.79 -0.72 -3.12  -0.04
O2 -1.74 -1.19 -4.48  0.02
O3 -1.85 0.78 -3.03  0.14
O4 -0.57 -1.11 -2.33  0.13
C1 1.78 2.65 1.89  0.01
C2 0.37 2.20 1.51  0.01
C3 -0.21 1.27 2.59  0.01
P1 0.14 1.41 -0.18  0.20
C4 1.65 0.41 -0.61  -0.01
C5 1.93 -0.63 0.49  0.01
C6 2.95 1.12 -1.00  0.00
C7 0.16 2.86 -1.36  -0.02
C8 1.22 3.95 -1.15  0.01
C9 -1.23 3.52 -1.37  0.00
H1 1.73 3.25 2.80  0.00
H2 2.26 3.25 1.12  0.00
H3 2.41 1.79 2.11  0.00
H4 -0.28 3.07 1.45  0.00
H5 0.40 0.38 2.70  0.00
H6 -1.23 0.97 2.33  -0.01
H7 -0.23 1.79 3.55  0.00
H8 1.28 -0.12 -1.48  0.00
H9 2.53 -0.21 1.29  0.00
H10 2.48 -1.47 0.07  0.00
H11 0.99 -1.01 0.92  -0.01
H12 3.35 1.72 -0.18  0.00
H13 2.80 1.76 -1.87  0.00
H14 3.69 0.37 -1.26  0.00
H15 0.31 2.39 -2.33  -0.01
H16 1.03 4.50 -0.22  0.00
H17 1.15 4.66 -1.97  0.00
H18 2.23 3.56 -1.12  0.00
H19 -1.57 3.77 -0.37  0.00
H20 -1.96 2.86 -1.83  0.00
H21 -1.19 4.45 -1.96  0.00
N1 1.46 -4.53 0.54  0.00
C10 0.23 -5.11 0.60  0.00
O5 0.09 -6.32 0.63  0.00
C11 -0.92 -4.17 0.67  0.00
C12 -2.14 -4.63 1.17  0.00
C13 -3.20 -3.75 1.26  0.00
C14 -3.01 -2.43 0.88  -0.01
N2 -1.86 -1.99 0.40  0.05
C15 -0.85 -2.84 0.26  0.00
H22 2.26 -5.12 0.39  0.00
H23 1.58 -3.54 0.46  0.00
H24 -2.22 -5.67 1.46  0.00
H25 -4.17 -4.08 1.61  0.00
H26 -3.81 -1.70 0.96  0.00
H27 0.02 -2.44 -0.25  0.00
I1 -3.66 1.19 0.65  0.17

Calculated values
Energy above the lowest of the compared OMol25 structures with the same formula, charge and spin ... 30.0 kcal/mol
Total charge ... -1
Lowest unoccupied orbital energy (alpha / beta) ... 0.0923 / 0.0921 Ha
Calculated total energy ... -60919.397 eV
Frontier orbital gap (alpha / beta) ... 6.85 / 7.61 eV
Molar mass ... 611.8 g mol⁻¹
Spin multiplicity ... 3